This record from the Open Molecules 2025 dataset describes a gas-phase ion, C7H7F3N3 (charge +1). The level of theory is ωB97M-V/def2-TZVPD.

Each line ends with the Löwdin charge.
Cartesian coordinates (Å):
C  2.824223  0.243635  -0.643260  -0.122
C  -0.207782  1.469131  0.921765  -0.002
C  1.121427  1.323642  0.646294  -0.022
C  -1.417550  -0.092213  -0.753395  -0.402
C  -1.342674  0.537847  0.822563  -0.040
C  1.636975  0.111122  0.125012  0.025
C  1.313882  -1.335112  0.719090  -0.643
N  3.869396  0.401852  -1.070011  0.284
N  -0.324051  -0.096460  -1.379443  0.162
N  -2.588429  -0.501122  -1.226240  0.165
F  0.753387  -1.371334  1.848722  0.257
F  0.682726  -2.175673  -0.127788  0.154
F  2.531648  -1.821826  0.849314  0.185
H  -0.429019  2.578048  1.051134  0.161
H  1.734378  2.176794  0.822909  0.135
H  -1.386477  -0.379892  1.442082  0.125
H  -2.418557  0.976466  0.939875  0.150
H  -0.178766  -0.701622  -2.218322  0.136
H  -3.383016  -0.601347  -0.561849  0.142
H  -2.791722  -0.741934  -2.208451  0.149

Atoms 1-3, force components in eV/Å:
-1.03 -0.60 0.76
-0.57 1.96 0.38
-1.00 -1.43 0.75

Calculated values
energy above the lowest of the compared OMol25 structures with the same formula, charge and spin	270.76	kJ/mol
HOMO	-14.47	eV
gap between HOMO and LUMO	7.52	eV
E	-734.42396	Eh
spin multiplicity	1
net charge	+1

This record from the Open Molecules 2025 dataset describes a molecular structure, C26H34AsBiNOS5. The level of theory is ωB97M-V/def2-TZVPD.

Each line ends with the Löwdin charge.
Cartesian coordinates (Å):
Bi  0.459228  -0.167848  -0.284000  1.144
S  1.000845  -2.638907  -0.774156  0.494
C  0.115968  -3.512518  0.473239  -0.668
C  0.583366  -4.781714  0.831907  -0.105
C  -0.093587  -5.566030  1.746072  -0.061
C  -1.276792  -5.116111  2.318575  -0.071
C  -1.760710  -3.867299  1.981484  -0.104
C  -1.056812  -3.064026  1.087991  -0.527
S  -1.725102  -1.427101  0.790532  0.834
C  -1.552565  -0.734411  2.481833  -0.368
C  -1.319475  0.752234  2.533480  -0.361
C  -1.641921  1.450174  3.689942  0.005
C  -1.287589  2.784426  3.778556  -0.016
C  -0.635926  3.383560  2.712026  0.006
C  -0.378207  2.634744  1.572627  -0.346
C  0.315744  3.258432  0.397782  -0.362
S  1.857721  2.407736  -0.149094  0.865
C  2.727947  2.235445  1.399099  -0.539
C  3.553685  3.308190  1.742791  -0.108
C  4.320260  3.277056  2.889618  -0.074
C  4.260163  2.155823  3.708580  -0.065
C  3.451918  1.088197  3.371875  -0.122
C  2.681768  1.089186  2.200877  -0.637
S  1.809268  -0.418304  1.894132  0.572
N  -0.726846  1.345980  1.500570  -0.035
H  1.501058  -5.130995  0.378207  0.106
H  0.300512  -6.537970  2.011193  0.114
H  -1.818470  -5.732834  3.022416  0.111
H  -2.689026  -3.509802  2.409480  0.110
H  -0.698754  -1.242092  2.933174  0.075
H  -2.455004  -1.000810  3.029385  0.093
H  -2.145633  0.945476  4.503083  0.126
H  -1.504293  3.350048  4.674705  0.121
H  -0.339450  4.422495  2.754592  0.124
H  0.597931  4.282005  0.632970  0.086
H  -0.312940  3.253793  -0.495888  0.061
H  3.593098  4.163052  1.079583  0.106
H  4.972211  4.104479  3.132995  0.110
H  4.860359  2.102242  4.607202  0.113
H  3.419112  0.206105  3.997952  0.100
C  -3.104243  2.772683  -2.591844  -0.315
As  -2.504001  1.262402  -1.463872  1.007
C  -3.671922  1.732202  0.050846  -0.320
C  -3.716555  -0.092998  -2.224715  -0.311
H  -4.170102  2.685629  -2.799180  0.030
H  -2.560008  2.810065  -3.534852  0.012
H  -2.925718  3.708735  -2.062225  0.021
H  -4.673183  1.950113  -0.319558  0.032
H  -3.296363  2.607778  0.580916  0.021
H  -3.734111  0.902046  0.754640  0.007
H  -4.747680  0.170594  -1.991881  0.031
H  -3.501581  -1.074094  -1.802655  0.006
H  -3.611065  -0.149293  -3.307805  0.010
C  2.287070  -2.653138  -4.193124  -0.147
C  1.300179  -1.753009  -4.918078  -0.376
S  0.037951  -1.113080  -3.772264  0.868
O  0.750937  -0.096876  -2.907890  -0.734
C  -0.851963  -0.079217  -4.985843  -0.384
C  -1.815101  -0.896335  -5.834756  -0.130
H  3.027521  -3.031677  -4.896436  0.082
H  1.778213  -3.499780  -3.734548  0.062
H  2.806843  -2.102050  -3.409794  0.067
H  0.750900  -2.303804  -5.683975  0.088
H  1.792415  -0.886386  -5.360600  0.099
H  -0.106400  0.440497  -5.586612  0.095
H  -1.382785  0.644538  -4.365933  0.053
H  -1.284014  -1.597237  -6.478061  0.068
H  -2.400211  -0.236344  -6.474079  0.084
H  -2.503948  -1.463134  -5.207260  0.069

Atoms 1-3, force components in eV/Å:
0.10 0.15 -0.41
-0.03 -0.32 -0.11
-0.03 0.03 0.06

Calculated values
HOMO	-10.26	eV
gap between HOMO and LUMO	7.69	eV
E	-5582.27945	Eh
spin multiplicity	1
net charge	+1

This record from the Open Molecules 2025 dataset describes 3 unconnected molecules or ions with the total composition C5H13NO. The level of theory is ωB97M-V/def2-TZVPD.

Each line ends with the Löwdin charge.
Cartesian coordinates (Å):
C  -1.329664  -0.911196  0.603791  -0.067
N  -1.075175  1.846716  -0.471588  -0.071
C  -0.285964  0.142627  0.713232  -0.362
C  0.381299  0.551776  1.795187  -0.019
O  -2.154269  1.366076  -1.277972  -0.158
H  -1.842862  1.516129  -2.177992  0.076
H  -1.549082  2.120073  0.389675  0.052
H  -0.903535  -1.868049  0.290656  0.080
H  -1.798033  -1.051377  1.579487  0.089
H  -2.098043  -0.627501  -0.117501  0.069
H  0.133381  0.129651  2.760328  0.057
H  1.143854  1.317450  1.756352  0.060
C  0.974339  -0.185352  -1.052599  -0.116
C  1.982088  -1.099296  -0.427357  -0.142
H  2.721493  -1.411836  -1.173114  0.077
H  0.277072  -0.648093  -1.746769  0.090
H  1.381997  0.748147  -1.440080  0.091
H  0.010090  0.665349  -0.367241  0.053
H  2.513219  -0.601562  0.385318  0.070
H  1.517796  -1.999732  -0.021814  0.072

Atoms 1-3, force components in eV/Å:
-0.03 -0.02 0.01
-0.24 -0.16 -0.16
0.16 0.03 -0.06

Calculated values
energy above the lowest of the compared OMol25 structures with the same formula, charge and spin	745.16	kJ/mol
HOMO (spin up / spin down)	-7.27 / -6.59	eV
gap between HOMO and LUMO (spin up / spin down)	7.80 / 7.08	eV
E	-328.03503	Eh
spin multiplicity	1

- Which value of E does entry 1 give?
  -734.42396 Eh